1.
Formula: C3H5BrO
Source: OMol25
Level of theory: ωB97M-V with the def2-TZVPD basis set

Structure (XYZ):
```
10
Properties=species:S:1:pos:R:3
O 0.226 1.456 -0.387
H -1.488 0.052 -0.527
C 0.557 0.344 -1.063
H 0.777 -0.576 1.301
H -0.684 -1.432 1.187
Br 0.061 0.477 -2.929
H 1.902 0.008 -0.897
H -0.599 -0.011 2.116
C -0.508 0.197 -0.061
C -0.243 -0.515 1.260
```

Calculated values
HOMO-LUMO gap: 10.98 eV
DFT total energy: -75279.4328 eV
highest occupied orbital energy: -10.140 eV
charge: 0
ΔE to the lowest compared entry with this formula, charge and spin: 178.3 kJ/mol

---

2.
Formula: C29H42ClN3O3
Source: OMol25
Level of theory: ωB97M-V with the def2-TZVPD basis set

Structure (XYZ):
```
78
Properties=species:S:1:pos:R:3
H -0.182 1.229 -2.491
H -3.130 0.252 0.497
C -2.772 4.405 -1.111
C -0.503 0.184 0.156
H -2.580 -0.770 -2.415
C 3.903 -1.516 1.190
H -3.867 6.565 -1.637
H 4.358 0.437 1.985
C 6.977 0.263 2.778
H 6.432 1.083 3.251
H 3.334 -0.749 -0.742
O -2.692 -3.121 -1.665
H -1.008 -2.793 0.942
H 0.029 -2.326 -0.414
H -3.987 4.674 0.630
H -4.882 3.032 -1.522
H -5.875 3.569 -0.163
C 8.088 -0.209 3.707
H -6.227 7.013 -1.858
H 1.038 0.388 -1.183
H 2.418 0.885 0.859
C -6.052 4.831 -1.905
C -2.657 2.321 0.303
H 5.562 -1.245 3.365
O -0.833 -0.037 1.305
H -3.606 2.647 0.721
C 1.813 -6.135 0.702
C -5.248 3.909 -0.989
H 8.770 0.607 3.934
C -1.028 -4.172 -0.738
H -4.307 6.913 0.039
H 6.546 -1.682 1.969
H 7.416 0.648 1.854
C -1.099 1.502 -1.967
H -0.641 3.623 -1.999
C -2.835 0.926 -0.306
H 7.672 -0.578 4.642
H -0.160 2.788 -0.497
C -1.535 0.430 -0.957
H 1.431 -0.375 1.632
H 8.656 -1.013 3.245
C 1.627 -7.355 0.071
O -2.264 5.078 -1.989
C -0.287 -6.499 -1.075
H 4.461 -2.369 0.797
C 2.843 -1.119 0.162
C -4.481 6.237 -0.796
H -0.863 -1.148 -2.286
H -3.627 0.947 -1.057
H 2.271 -2.010 -0.113
H -6.595 6.199 -0.331
C 1.882 -0.055 0.690
C -1.758 -0.900 -1.707
C 4.885 -0.392 1.510
Cl 2.714 -8.657 0.396
H -1.881 1.596 -2.724
C 0.577 -7.542 -0.817
H -1.924 2.256 1.116
H 2.632 -6.004 1.393
H -7.080 4.492 -2.033
H 3.410 -1.839 2.109
H -5.577 4.886 -2.885
C -0.116 -5.260 -0.452
H -2.884 -1.815 -0.099
C -0.927 2.854 -1.279
C -0.922 -2.786 -0.143
H 5.325 -0.020 0.582
N 0.789 0.176 -0.231
C -4.093 4.788 -0.451
H 1.090 -4.149 0.942
H 0.444 -8.498 -1.299
N -2.178 3.265 -0.678
C -5.949 6.183 -1.211
H -1.109 -6.620 -1.762
C 0.943 -5.094 0.441
C 6.001 -0.862 2.441
C -2.111 -2.095 -0.820
N -2.000 -4.278 -1.558
```

Calculated values
HOMO-LUMO gap: 8.91 eV
SMILES: CCCCCCCNC(=O)C1(C[C@@H]2CC(c3ccc(Cl)cc3)=NO2)CCN(C(=O)C2CCCC2)CC1
DFT total energy: -53890.8750 eV
highest occupied orbital energy: -8.461 eV
charge: 0
ΔE to the lowest compared entry with this formula, charge and spin: 0.0 kJ/mol

---

3.
Formula: C35H73F2N3O14
Source: OMol25
Level of theory: ωB97M-V with the def2-TZVPD basis set

Structure (XYZ):
```
127
Properties=species:S:1:pos:R:3
C -6.120 -3.908 -1.451
H 2.562 0.571 -0.213
C -8.997 -4.711 -2.841
O 4.067 0.680 3.385
O -0.886 4.261 0.907
O 4.985 -6.140 1.709
H 2.161 -0.052 -1.837
H -3.547 8.616 -3.700
H -5.829 -2.985 -0.949
H 2.009 2.906 6.037
H 0.231 1.270 0.755
H -5.216 -4.452 -1.740
H 8.003 0.350 2.006
C 9.285 -2.539 4.081
C 1.821 -3.589 -0.025
C 3.115 -1.527 -0.560
C -7.520 -4.688 -3.189
H 8.385 -1.949 3.893
H 9.399 -4.508 1.586
H 10.016 -1.907 4.587
H -9.452 -3.997 0.329
H 4.605 -2.296 1.656
H -9.486 -3.783 -3.152
H 3.209 2.774 4.717
C 3.587 -0.283 4.323
H -4.791 3.810 1.766
H 2.207 -0.449 5.944
H -2.362 4.799 3.871
N 1.183 -4.382 -0.525
C -3.652 8.437 0.069
H -4.702 5.167 0.624
C 5.006 -3.572 0.025
H -3.397 10.401 -2.063
C -0.038 0.860 -0.245
O -6.868 -3.564 -2.607
C -1.469 -5.213 -6.271
H 4.110 -1.091 -0.276
H -3.283 -2.940 -6.246
H -1.002 -4.249 -6.053
O -9.201 -4.954 -1.454
C -4.036 7.365 -2.001
C -2.960 -2.155 -5.558
H -4.918 7.040 -1.440
H 2.216 -1.928 1.386
C -0.984 4.752 2.238
H -5.096 7.767 -3.814
H -6.707 -4.512 -0.754
C -4.428 8.301 -3.131
H -0.767 -6.022 -6.045
C -3.088 -3.738 -3.810
H 0.453 -1.097 0.560
H -3.026 -3.596 -2.726
H 9.395 -2.370 0.313
O -3.075 7.962 -1.140
O -2.329 -2.692 -4.407
H 8.037 -3.957 2.573
C -4.110 4.482 1.233
C -9.519 -3.773 -0.736
H -4.155 10.984 -3.573
C -0.151 -1.278 -1.586
C 3.980 -5.557 1.657
H -3.904 7.593 0.720
H -3.462 3.900 0.573
C 8.916 -3.623 2.013
C 5.378 1.129 3.690
C -2.514 -5.101 -4.155
H -2.914 9.059 0.575
H -3.073 -5.865 -3.604
H 1.778 0.814 4.781
C -2.360 4.486 2.822
H -1.465 -5.170 -3.855
H -1.712 -5.249 -7.334
C 2.732 -2.524 0.605
C 8.518 -2.695 0.880
H -1.121 4.832 -1.039
C 3.035 2.617 5.785
H 3.723 3.250 6.346
H 5.591 1.998 3.067
H 8.752 -0.005 0.436
N 3.918 -4.207 2.188
H -4.546 9.037 -0.117
O 2.864 -3.196 3.907
N 5.765 -3.968 -0.717
F 1.642 -4.685 2.932
H 9.513 -0.575 1.950
H -4.895 11.345 -2.000
H 0.267 -0.984 -2.581
H -1.223 -0.963 -1.612
O -3.362 5.251 2.161
H -2.598 3.418 2.789
H 5.471 1.422 4.738
H -1.853 5.940 0.133
C -0.993 5.295 -0.060
O 7.778 -1.574 1.365
H 0.409 1.509 -1.030
C 0.635 -0.579 -0.407
H -4.142 -3.671 -4.099
H -2.239 -1.519 -6.073
H -0.240 4.214 2.833
H -7.033 -5.621 -2.889
H 7.859 -3.238 0.198
H -8.827 -2.959 -0.965
H 3.063 -1.047 3.750
H 3.304 -2.115 -1.486
H -10.544 -3.461 -0.964
C -4.346 10.595 -2.569
H -0.741 5.819 2.280
C 4.064 -3.139 1.153
C 2.134 -0.308 -0.747
O 3.266 1.270 6.164
H -0.078 5.895 -0.070
C 8.564 -0.395 1.441
H 6.107 0.345 3.461
C 2.614 0.342 5.306
H -0.152 -2.388 -1.487
O -2.670 -5.395 -5.539
H 4.417 -0.766 4.847
H -9.471 -5.538 -3.381
H -7.416 -4.589 -4.275
H -1.137 0.810 -0.408
H -3.566 6.474 -2.433
C 2.800 -3.982 3.046
O 9.868 -3.011 2.878
O -5.148 9.427 -2.644
H -3.820 -1.545 -5.265
H 9.041 -3.384 4.735
F 2.915 -6.206 1.143
```

Calculated values
HOMO-LUMO gap: 9.49 eV
SMILES: CC(C)CC[C@@H](C#N)[C@H](C#N)N(C(=O)F)C(=O)F.COCCOC.COCCOC.COCCOC.COCCOC.COCCOC.COCCOC
DFT total energy: -76039.5754 eV
highest occupied orbital energy: -9.166 eV
charge: 0

---

4.
Formula: C11H20CaF10N5O29S10
Source: OMol25
Level of theory: ωB97M-V with the def2-TZVPD basis set

Structure (XYZ):
```
86
Properties=species:S:1:pos:R:3
S 1.308 -0.416 3.237
C 1.318 -4.229 -3.349
F -6.697 1.332 1.679
H 4.071 0.571 -4.174
O 2.127 0.662 3.686
H 5.537 0.824 -3.337
O -4.910 2.942 1.720
H 1.128 -4.646 -4.332
S 3.338 -1.849 3.347
C 4.448 0.814 -3.178
O -1.202 -2.347 0.671
H -2.087 5.365 0.149
O 0.571 -1.569 -1.452
S -5.357 1.794 2.440
O 0.830 -2.882 -3.255
O 0.024 2.315 0.562
O 1.804 2.416 -3.157
H 5.514 2.083 0.535
F -4.364 0.912 -1.082
S -0.032 0.240 -4.890
H -3.501 4.428 -0.338
S -3.031 0.887 2.627
C 0.655 -4.898 -2.147
C -0.758 3.190 0.859
O 4.171 -1.423 4.434
C 3.953 -0.289 -2.265
F -0.348 3.422 -2.958
O 0.775 -0.306 1.915
N 1.760 -1.914 3.625
O -0.127 1.265 -2.190
O -1.722 -4.711 1.014
N -1.340 -3.279 3.083
H 4.180 1.816 -2.860
Ca -0.302 0.123 -0.035
H 2.398 -4.120 -3.194
F -0.488 0.152 -6.428
F -2.976 -3.114 4.822
N -4.534 0.469 2.181
H 1.271 -5.673 -1.704
O -3.870 -0.159 -3.137
F 0.047 -0.287 4.145
O 3.719 -1.520 2.001
O -1.908 3.313 0.232
C 0.657 -2.648 -1.938
H -3.157 4.639 1.352
H 2.354 5.557 2.179
C 3.214 0.555 -0.170
F 0.409 -3.869 1.509
F 3.585 -3.449 3.390
H 4.447 -1.211 -2.582
S 0.431 2.053 -3.227
F -2.889 -0.220 3.752
H 1.138 3.138 2.463
O -0.961 -0.597 -4.249
S -1.155 -3.499 1.527
H 2.899 -0.474 -2.491
O -3.793 -2.873 2.569
S -3.584 -0.292 -1.758
O -1.981 0.594 1.707
O 3.686 1.133 0.923
O -5.862 2.034 3.761
S -3.958 -2.781 -1.826
H 5.582 0.343 0.952
S -2.902 -3.669 3.326
O -3.190 -5.043 3.556
O 0.532 -3.789 -1.258
O 1.352 -0.156 -4.915
O 2.046 0.576 -0.431
H 0.655 4.556 3.422
N -0.166 1.827 -4.723
N -4.353 -1.474 -0.997
O 4.165 -0.069 -0.880
O -4.932 -3.165 -2.804
F -4.265 -3.809 -0.643
O -2.568 -2.977 -2.106
O -2.266 -0.064 -1.234
C 5.068 1.286 1.138
H 5.239 1.534 2.184
O -0.582 4.059 1.834
H -0.362 -5.210 -2.386
C 0.706 4.141 2.423
C 1.674 4.968 1.568
H 1.067 5.682 0.990
C -2.691 4.482 0.383
H 2.167 4.434 0.757
O -2.847 2.041 3.451
```

Calculated values
HOMO-LUMO gap: 7.87 eV
DFT total energy: -232530.8317 eV
highest occupied orbital energy: -2.517 eV
charge: -3

---

5.
Formula: C8H19NO5P2
Source: OMol25
Level of theory: ωB97M-V with the def2-TZVPD basis set

Structure (XYZ):
```
35
Properties=species:S:1:pos:R:3
O 1.056 -4.237 -1.788
C 0.646 -5.534 -1.399
O -0.888 7.154 1.429
H -1.275 -2.182 -0.448
H 1.263 3.694 2.405
P 0.115 0.841 -0.084
H -0.146 -6.142 -3.313
H -1.380 4.109 0.691
O -0.838 0.208 -0.987
N 0.239 5.336 0.480
H -1.172 5.316 3.299
C -0.194 5.251 2.815
O -0.345 0.567 1.429
H -1.079 -3.884 -0.031
C -0.379 6.131 1.534
C 0.058 -3.230 -1.768
C -0.457 -6.117 -2.267
H -0.691 -7.133 -1.948
H 1.532 -6.166 -1.477
H 0.352 -5.539 -0.343
P 0.368 2.950 -0.557
H -1.375 -5.531 -2.210
H 0.549 -2.313 -2.096
H 0.568 5.705 3.444
O 1.560 0.150 -0.375
H -1.224 0.162 1.354
H -0.327 3.123 2.907
C -0.557 -2.998 -0.401
C 0.195 3.838 2.271
H 1.246 5.352 0.624
H 1.611 0.169 -1.344
H -0.717 -3.448 -2.511
C -0.305 3.996 0.825
H 0.216 -2.744 0.327
H 1.774 3.148 -0.484
```

Calculated values
HOMO-LUMO gap: 9.87 eV
SMILES: O=C1CC[C@H](PP(=O)(O)O)N1.CCOCC
DFT total energy: -38909.8791 eV
highest occupied orbital energy: -9.486 eV
charge: 0
ΔE to the lowest compared entry with this formula, charge and spin: 0.0 kJ/mol

---

6.
Formula: C16H22BN7Re
Source: OMol25
Level of theory: ωB97M-V with the def2-TZVPD basis set

Structure (XYZ):
```
47
Properties=species:S:1:pos:R:3
N -1.291 0.356 1.693
H -4.070 1.785 2.575
C -2.319 -1.907 -1.628
H -5.110 -0.229 -1.153
H -2.462 -2.714 1.389
H -0.670 4.936 -2.420
H 2.099 -1.371 -1.114
N -1.930 -0.779 -0.883
C -2.152 3.619 -1.386
C -1.439 -2.820 2.358
H 3.607 0.798 0.984
N -3.041 0.078 -0.844
C 2.595 -2.142 -0.521
Re -1.425 -1.339 0.895
C 1.660 -2.753 0.456
H -0.064 0.483 3.485
N -1.978 2.379 -0.855
C -4.110 -0.616 -1.271
H -3.112 4.126 -1.321
C -3.690 -1.846 -1.771
C -0.916 4.013 -1.931
H 2.994 -2.919 -1.194
H 2.726 1.054 -0.540
H 1.015 2.825 -1.890
C 2.790 1.319 0.474
H -1.971 -3.714 2.668
H 2.784 -4.551 1.110
N -0.693 1.948 -1.065
C 0.765 -4.188 1.972
C -0.124 -3.127 1.774
N -2.436 1.219 1.374
C -0.046 2.926 -1.670
H 2.859 2.398 0.566
H 3.489 -1.708 -0.042
H -2.423 1.171 4.654
B -2.961 1.437 -0.077
N 0.368 -2.285 0.809
C -1.005 0.719 3.025
C 1.894 -3.933 1.171
H -1.583 -2.637 -1.949
H -4.035 1.945 -0.011
C -2.189 1.157 3.602
H -1.457 -2.023 3.108
H 1.827 0.987 0.927
C -3.042 1.473 2.543
H 0.549 -5.023 2.634
H -4.308 -2.651 -2.147
```

Calculated values
HOMO-LUMO gap (alpha / beta): 4.88 / 3.83 eV
2S+1: 4
DFT total energy: -30163.5961 eV
highest occupied orbital energy (alpha / beta): -13.475 / -13.474 eV
charge: +2